{
  "formula": "C27H33N2O2",
  "method": "ωB97M-V with the def2-TZVPD basis set",
  "homo_energy_ev": -11.041,
  "orbital_gap_ev": 7.88,
  "multiplicity": 1,
  "total_charge": 1,
  "species": ["O", "O", "N", "N", "C", "C", "C", "C", "C", "C", "C", "C", "C", "C", "C", "C", "C", "C", "C", "C", "C", "C", "C", "C", "C", "C", "C", "C", "C", "C", "C", "H", "H", "H", "H", "H", "H", "H", "H", "H", "H", "H", "H", "H", "H", "H", "H", "H", "H", "H", "H", "H", "H", "H", "H", "H", "H", "H", "H", "H", "H", "H", "H", "H"],
  "xyz": [[-1.844388, -2.832754, -1.152098], [-0.022098, -0.266550, -1.318544], [0.469771, 1.381629, 1.015927], [0.890440, -2.174797, -0.354109], [-3.736881, -2.041779, 0.038307], [1.894105, 2.681068, 4.405553], [0.969505, -0.025341, 1.006445], [0.685901, -0.233941, -5.130767], [0.179101, -0.947554, -0.042661], [-6.638147, -1.931405, 0.521690], [1.285760, 3.052830, 5.598464], [1.902132, 0.405014, -7.546649], [-4.626871, -2.995370, -0.646535], [2.939328, -2.719246, 0.998561], [0.766106, 0.909579, -1.421194], [1.603100, 4.269784, 6.187001], [1.151217, 1.360880, -6.873611], [2.814563, 3.528729, 3.798774], [3.124540, 4.749990, 4.383576], [2.520541, 5.119279, 5.578962], [0.369616, 2.000918, -0.362101], [1.441326, -1.188124, -5.801347], [1.397059, -2.810795, 0.653984], [2.045648, -0.869530, -7.011144], [0.558613, -3.772219, 1.593518], [0.539260, 1.039679, -5.668124], [-1.275055, -1.149473, 0.567806], [-4.326772, -1.077900, 0.972882], [-2.203186, -2.095005, -0.269837], [-5.757429, -0.998142, 1.240819], [-6.052783, -2.918955, -0.391590], [0.210504, -0.484033, -4.188033], [-0.132896, -3.225912, 2.279135], [3.114471, -2.441370, 2.070900], [3.291337, 3.237171, 2.867986], [1.557703, -2.180251, -5.381414], [1.290051, -4.429922, 2.139971], [-6.187690, -0.248452, 1.948145], [3.837616, 5.413129, 3.908951], [-3.632932, -0.379329, 1.498862], [-0.028429, -4.474902, 0.935063], [2.764894, 6.069841, 6.037439], [-7.741362, -1.916589, 0.648816], [1.134760, 4.557766, 7.120524], [1.042136, 2.355684, -7.289330], [0.858504, -0.414324, 2.058318], [3.351083, -1.911708, 0.327311], [-4.207253, -3.746882, -1.355410], [1.055530, 2.886390, -0.460324], [1.876925, 0.716402, -1.440208], [-6.749476, -3.610356, -0.922226], [1.650084, 1.726019, 3.947792], [-1.240617, -1.421079, 1.659700], [-0.440216, 1.462244, 1.493395], [0.534002, 1.359456, -2.429155], [-0.690917, 2.302289, -0.534398], [3.490745, -3.657800, 0.702826], [0.565822, 2.393757, 6.069274], [-0.052922, 1.783983, -5.146206], [2.069368, -0.074113, 0.789941], [2.630058, -1.615163, -7.537508], [1.106657, 1.991492, 1.556793], [2.375446, 0.653574, -8.489132], [-1.767007, -0.127511, 0.540241]],
  "atomic_forces_ev_per_a": [[0.6, 0.5, 0.6], [0.6, 0.8, 1.6], [0.3, 1.1, 0.3], [1.6, 2.1, 2.9], [-1.7, 0.0, 0.5], [0.0, 0.2, -0.1], [0.8, -1.6, 0.2], [0.0, 0.1, 0.0], [-1.9, -1.0, -0.8], [2.5, 0.0, -0.2], [-0.1, 0.0, 0.0], [0.0, 0.0, 0.0], [-0.6, 1.6, 1.4], [-0.3, 0.1, -1.6], [0.0, 0.9, -1.1], [0.0, 0.0, 0.0], [0.0, 0.0, 0.0], [-0.1, -0.1, -0.1], [0.0, 0.0, 0.0], [0.0, -0.1, 0.0], [0.0, -0.3, -1.6], [0.0, 0.0, 0.0], [0.0, -1.1, 0.4], [0.0, 0.0, 0.0], [1.0, -0.3, -0.7], [0.1, 0.0, 0.0], [0.0, 0.9, -0.3], [-0.7, -0.9, -0.6], [-1.8, 0.0, 0.2], [0.4, -1.8, -1.8], [0.7, 1.2, 0.7], [0.0, -0.1, -0.1], [0.6, -0.5, -0.5], [-0.3, -0.6, -0.8], [0.1, 0.0, 0.1], [0.0, 0.0, 0.0], [-0.9, 0.8, -0.1], [0.6, -0.8, -0.7], [0.0, 0.0, 0.0], [-0.8, -0.6, -0.4], [0.4, 1.0, 0.6], [0.0, -0.1, 0.0], [1.0, 0.1, 0.0], [0.0, 0.0, -0.1], [0.0, -0.1, 0.0], [-0.1, 0.2, -1.1], [-0.3, -0.8, 0.8], [-0.4, 0.8, 0.7], [-0.7, -0.9, 0.3], [-1.0, 0.0, 0.3], [0.8, 0.6, 0.5], [0.1, -0.1, 0.1], [-0.1, -0.1, -1.1], [0.4, -0.3, -0.2], [0.2, -0.5, 1.0], [0.9, -0.2, 0.2], [-0.6, 0.8, 0.7], [0.1, 0.0, 0.0], [0.0, 0.0, -0.1], [-1.1, 0.5, 0.0], [0.0, 0.0, 0.0], [-0.3, -0.5, 0.1], [0.0, 0.0, 0.0], [0.3, -1.0, 0.0]]
}

{
  "formula": "C5H12Cl7HgO2",
  "method": "ωB97M-V with the def2-TZVPD basis set",
  "homo_energy_ev": [1.913, -0.546],
  "orbital_gap_ev": [2.70, 5.13],
  "s2": 0.7558,
  "multiplicity": 2,
  "total_charge": -2,
  "species": ["Hg", "Cl", "Cl", "Cl", "Cl", "Cl", "Cl", "Cl", "O", "O", "C", "C", "C", "C", "C", "H", "H", "H", "H", "H", "H", "H", "H", "H", "H", "H", "H"],
  "xyz": [[0.936583, 0.645525, 0.633496], [-0.217437, -1.184585, 2.268026], [1.979873, 1.787965, 2.935776], [-1.350647, 1.643805, -3.474414], [1.267233, 1.635185, -2.140274], [-1.390817, -3.766495, 1.912916], [-0.902577, -0.901475, -0.955964], [-3.490497, -0.813315, 0.542836], [2.337673, -1.065225, 0.018556], [-0.683097, 2.415215, 1.037546], [0.150843, 2.583885, -3.208694], [3.479793, -1.730685, 0.434436], [-0.011047, -2.922275, 2.700586], [-1.520067, 3.026945, 0.118226], [-2.573777, -1.479045, -0.827894], [3.481533, -1.756535, 1.524136], [4.419413, -1.240485, 0.179656], [-3.088857, -1.190765, -1.744224], [-0.006367, -3.011315, 3.786936], [0.985773, -3.255245, 2.411476], [0.650893, 2.751955, -4.162524], [3.536943, -2.755725, 0.068206], [-2.452387, 2.463045, 0.088036], [-1.227627, 3.025585, -0.931814], [-1.688387, 4.086335, 0.311766], [-2.574267, -2.564775, -0.731554], [-0.048697, 3.572495, -2.795244]],
  "atomic_forces_ev_per_a": [[0.7, 1.7, 0.6], [0.1, -1.1, 1.2], [0.3, -0.1, 0.3], [0.3, 0.6, -0.1], [-0.5, 0.8, -0.8], [0.6, -0.5, 0.5], [-0.6, -0.4, 0.0], [0.1, 0.0, -0.1], [0.5, -0.9, -0.9], [0.0, 0.5, -0.6], [0.7, -0.2, -0.2], [-1.2, 1.1, 0.5], [0.0, 1.2, 0.1], [0.6, -1.4, 0.8], [-0.1, -0.3, -0.7], [0.3, -0.4, 0.7], [0.5, 0.3, -0.4], [-0.1, 0.0, 0.2], [-0.7, -0.1, -0.1], [-0.4, -0.1, -0.8], [-0.2, -0.4, 0.0], [0.0, -0.6, -0.2], [-1.0, 0.2, -0.1], [0.7, -0.2, -0.7], [-0.4, 0.6, 0.4], [0.1, 0.2, 0.1], [-0.3, -0.5, 0.4]]
}

{
  "formula": "CClFN2O3",
  "method": "ωB97M-V with the def2-TZVPD basis set",
  "homo_energy_ev": -10.383,
  "orbital_gap_ev": 9.42,
  "smiles": "O=[N+]([O-])Cl.[O-][N+]#CF",
  "multiplicity": 1,
  "species": ["Cl", "F", "O", "O", "O", "N", "N", "C"],
  "xyz": [[1.421526, -0.512620, 0.241640], [-3.375020, 0.645755, 0.691812], [-1.537778, -0.282959, -2.213761], [3.291629, 1.226238, 0.421900], [3.689140, -0.486295, -0.868910], [3.104786, 0.174566, -0.125617], [-2.177617, 0.000326, -1.276688], [-2.440685, 0.113243, -0.120278]],
  "atomic_forces_ev_per_a": [[-0.1, 0.0, 0.1], [1.4, -0.8, -1.6], [0.7, -0.4, -2.1], [0.4, -1.0, -0.6], [1.7, -0.8, -1.2], [-2.1, 1.8, 1.7], [-0.5, 0.4, 2.7], [-1.6, 0.8, 1.0]]
}

{
  "formula": "C4H6N2",
  "method": "ωB97M-V with the def2-TZVPD basis set",
  "homo_energy_ev": -11.652,
  "orbital_gap_ev": 12.27,
  "smiles": "CC#N.CC#N",
  "multiplicity": 1,
  "species": ["N", "N", "C", "C", "C", "C", "H", "H", "H", "H", "H", "H"],
  "xyz": [[-0.055166, 1.975607, -0.993178], [-1.303965, -2.838374, 0.929594], [-1.534779, -1.723201, 1.066631], [-1.788418, -0.315803, 1.275631], [0.893280, 1.336769, -1.089194], [2.082693, 0.513048, -1.244884], [-2.634006, 0.050386, 0.700889], [-1.963847, -0.111475, 2.331827], [2.811835, 0.649032, -0.451596], [2.607525, 0.771623, -2.167672], [-0.877704, 0.215275, 0.992444], [1.762552, -0.522882, -1.350489]],
  "atomic_forces_ev_per_a": [[0.0, 0.0, 0.1], [0.0, -0.1, -0.1], [-0.2, -0.4, 0.1], [0.4, 0.5, 0.2], [0.1, 0.2, 0.0], [0.2, -0.1, -0.6], [0.0, -0.1, -0.1], [-0.1, -0.1, 0.0], [-0.3, -0.1, 0.3], [-0.2, 0.1, 0.0], [-0.2, 0.2, -0.1], [0.2, -0.1, 0.3]]
}

Calculated values (Eh) of energy for the records, taken in order: -1308.231571 -3722.799124 -933.105197 -265.505956.
Calculated values (u) of M for the records, taken in order: 417.57 552.91 142.47 82.11.